{
  "formula": "C2H3FS2",
  "method": "ωB97M-V with the def2-TZVPD basis set",
  "spin_multiplicity": 1,
  "gap_ev": 8.428,
  "smiles": "FCC(=S)S",
  "de_lowest_kcal_mol": 25.2,
  "homo_energy_ev": -8.8899,
  "symbols": ["C", "C", "H", "H", "H", "F", "S", "S"],
  "positions_angstrom": [[0.293, -0.146, -0.031], [-0.831, -1.363, 0.074], [0.672, 2.096, 0.654], [-0.959, -2.129, -0.637], [-0.948, -1.714, 1.190], [-2.023, -0.557, -0.063], [-0.410, 1.415, -0.027], [1.827, -0.427, -0.028]]
}

{
  "formula": "C2H3FS2",
  "method": "ωB97M-V with the def2-TZVPD basis set",
  "spin_multiplicity": 1,
  "gap_ev": 8.633,
  "de_lowest_kcal_mol": 96.4,
  "homo_energy_ev": -8.7187,
  "symbols": ["C", "C", "F", "S", "S", "H", "H", "H"],
  "positions_angstrom": [[1.926, 0.390, -0.154], [2.766, 0.808, -0.884], [1.189, -0.427, 0.440], [-2.324, -0.144, -0.535], [-1.586, 1.410, 0.389], [-3.674, -0.555, 0.011], [3.313, 1.644, -1.226], [-3.120, 0.380, -1.650]]
}

{
  "formula": "C2H3HgO2",
  "method": "ωB97M-V with the def2-TZVPD basis set",
  "spin_multiplicity": 3,
  "gap_ev": [4.836, 6.412],
  "de_lowest_kcal_mol": 0.0,
  "total_charge": -1,
  "homo_energy_ev": [-0.7179, -4.2028],
  "symbols": ["C", "O", "Hg", "O", "C", "H", "H", "H"],
  "positions_angstrom": [[-1.886, -1.926, -1.425], [-2.884, -2.533, -1.707], [-0.365, -0.071, -2.079], [0.442, 0.604, -0.145], [1.033, 0.911, 1.051], [2.147, 0.907, 1.013], [0.749, 1.918, 1.435], [0.763, 0.191, 1.858]]
}

{
  "formula": "C2H3HoO3",
  "method": "ωB97M-V with the def2-TZVPD basis set",
  "spin_multiplicity": 6,
  "gap_ev": [6.908, 8.358],
  "total_charge": 1,
  "homo_energy_ev": [-12.3436, -14.3881],
  "symbols": ["O", "C", "Ho", "H", "H", "H", "O", "C", "O"],
  "positions_angstrom": [[-0.120, 0.225, -0.500], [0.349, -1.068, -0.760], [-0.141, 2.462, -1.225], [0.561, -1.255, -1.825], [1.270, -1.245, -0.178], [-0.410, -1.817, -0.475], [-0.789, 1.925, 1.222], [-0.510, 0.766, 1.443], [-0.210, 0.007, 2.298]]
}

{
  "formula": "C2H3I",
  "method": "ωB97M-V with the def2-TZVPD basis set",
  "spin_multiplicity": 1,
  "gap_ev": 6.488,
  "de_lowest_kcal_mol": 62.7,
  "homo_energy_ev": -8.9385,
  "symbols": ["C", "C", "I", "H", "H", "H"],
  "positions_angstrom": [[-0.117, -0.394, 0.089], [0.827, 0.464, 0.171], [3.947, -0.014, -0.003], [-1.116, -0.066, -0.203], [-0.040, -1.448, 0.298], [1.087, 1.478, -0.003]]
}

{
  "formula": "C2H3I",
  "method": "ωB97M-V with the def2-TZVPD basis set",
  "spin_multiplicity": 1,
  "gap_ev": [8.849, 8.659],
  "de_lowest_kcal_mol": 113.1,
  "homo_energy_ev": [-9.4576, -8.4866],
  "symbols": ["C", "C", "I", "H", "H", "H"],
  "positions_angstrom": [[0.495, 0.745, 0.043], [-0.524, -0.031, -0.127], [-2.540, -0.066, 0.032], [1.497, 0.383, -0.139], [0.439, 1.785, 0.359], [0.632, -2.815, -0.168]]
}

{
  "formula": "C2H3I2P",
  "method": "ωB97M-V with the def2-TZVPD basis set",
  "spin_multiplicity": 1,
  "gap_ev": [5.361, 7.925],
  "de_lowest_kcal_mol": 48.9,
  "homo_energy_ev": [-8.4413, -9.7261],
  "symbols": ["C", "C", "P", "I", "I", "H", "H", "H"],
  "positions_angstrom": [[0.864, 0.418, -0.542], [0.752, -0.152, 0.691], [-0.844, -0.913, 1.300], [-1.290, -2.563, -0.395], [-2.751, 2.096, -0.266], [1.800, 0.956, -1.024], [-0.121, 0.509, -1.044], [1.590, -0.351, 1.279]]
}

{
  "formula": "C2H3I3O",
  "method": "ωB97M-V with the def2-TZVPD basis set",
  "spin_multiplicity": 1,
  "gap_ev": 6.676,
  "smiles": "O/C=C\\I.II",
  "de_lowest_kcal_mol": 11.3,
  "homo_energy_ev": -8.5575,
  "symbols": ["C", "C", "O", "I", "I", "I", "H", "H", "H"],
  "positions_angstrom": [[-1.523, 0.100, 0.080], [-0.208, 0.116, 0.245], [-2.241, 1.044, -0.408], [3.536, -2.640, 0.071], [0.748, 2.039, 0.182], [4.237, -0.034, -0.205], [-1.974, -0.906, -0.060], [0.642, -0.624, 0.465], [-3.217, 0.904, -0.370]]
}

{
  "formula": "C2H3I3O",
  "method": "ωB97M-V with the def2-TZVPD basis set",
  "spin_multiplicity": 1,
  "gap_ev": 7.235,
  "smiles": "O/C=C\\I.II",
  "de_lowest_kcal_mol": 9.0,
  "homo_energy_ev": -8.5090,
  "symbols": ["C", "C", "O", "I", "I", "I", "H", "H", "H"],
  "positions_angstrom": [[-0.808, -0.364, -0.829], [-1.779, -0.552, 0.032], [-0.466, 0.695, -1.434], [-1.333, 4.923, 1.508], [-2.954, 1.182, 0.429], [-3.629, 4.945, 0.293], [-0.156, -1.259, -0.876], [-2.119, -1.388, 0.728], [-0.021, 0.593, -2.269]]
}

{
  "formula": "C2H3IN2",
  "method": "ωB97M-V with the def2-TZVPD basis set",
  "spin_multiplicity": 1,
  "gap_ev": [5.418, 5.419],
  "de_lowest_kcal_mol": 74.3,
  "homo_energy_ev": [-8.1639, -8.1648],
  "symbols": ["C", "C", "N", "N", "I", "H", "H", "H"],
  "positions_angstrom": [[-0.916, -0.058, -0.535], [0.152, 0.156, 0.177], [2.102, 0.699, 1.465], [1.108, 0.426, 0.806], [-3.784, -0.658, 0.514], [-1.149, -0.937, -1.058], [-1.334, 0.982, -0.871], [2.567, -0.025, 1.896]]
}

{
  "formula": "C2H3IN2O2",
  "method": "ωB97M-V with the def2-TZVPD basis set",
  "spin_multiplicity": 1,
  "gap_ev": 9.949,
  "smiles": "O=NN[C@@]1(I)CO1",
  "de_lowest_kcal_mol": 101.9,
  "homo_energy_ev": -9.9501,
  "symbols": ["C", "C", "N", "N", "O", "O", "I", "H", "H", "H"],
  "positions_angstrom": [[-0.455, -0.380, 1.380], [-0.597, 0.293, -0.035], [1.542, -0.406, -0.877], [0.591, 0.496, -0.806], [2.367, -0.167, -1.721], [-0.922, 0.948, 1.125], [-2.281, -0.347, -1.187], [-1.124, -1.164, 1.807], [0.438, -0.529, 1.825], [0.441, 1.256, -1.510]]
}

{
  "formula": "C2H3IN4",
  "method": "ωB97M-V with the def2-TZVPD basis set",
  "spin_multiplicity": 1,
  "gap_ev": 9.643,
  "smiles": "ICn1cnnn1",
  "de_lowest_kcal_mol": 33.3,
  "homo_energy_ev": -9.8533,
  "symbols": ["C", "C", "N", "N", "N", "N", "I", "H", "H", "H"],
  "positions_angstrom": [[-1.560, -0.154, -0.410], [1.019, 0.364, 0.913], [-1.569, -0.229, -1.650], [-0.362, -0.172, -2.211], [0.542, -0.011, -1.358], [0.150, 0.074, -0.134], [1.152, -1.357, 2.251], [-2.292, -0.097, 0.385], [0.872, 1.246, 1.685], [2.050, 0.337, 0.529]]
}

Number 1: maximum force 0.106 Eh/bohr, molar mass 110.178 g/mol. Number 2: maximum force 0.065 Eh/bohr, molar mass 110.178 g/mol. Number 3: maximum force 0.040 Eh/bohr, molar mass 259.634 g/mol. Number 4: maximum force 0.084 Eh/bohr, molar mass 239.973 g/mol. Number 5: maximum force 0.042 Eh/bohr, molar mass 153.950 g/mol. Number 6: maximum force 0.018 Eh/bohr, molar mass 153.950 g/mol. Number 7: maximum force 0.057 Eh/bohr, molar mass 311.828 g/mol. Number 8: maximum force 0.099 Eh/bohr, molar mass 423.757 g/mol. Number 9: maximum force 0.116 Eh/bohr, molar mass 423.757 g/mol. Number 10: maximum force 0.094 Eh/bohr, molar mass 181.964 g/mol. Number 11: maximum force 0.085 Eh/bohr, molar mass 213.962 g/mol. Number 12: maximum force 0.114 Eh/bohr, molar mass 209.978 g/mol.